{
  "formula": "C36H18Cl3F5N4O5SSeY",
  "method": "ωB97M-V/def2-TZVPD",
  "charge": -1,
  "e_tot_ev": -182207.411,
  "e_homo_ev": -4.824,
  "multiplicity": 1,
  "symbols": ["Y", "C", "C", "C", "C", "N", "C", "C", "C", "C", "C", "C", "C", "H", "H", "H", "H", "H", "H", "H", "H", "O", "C", "O", "C", "C", "C", "C", "C", "C", "C", "C", "C", "N", "H", "H", "H", "H", "H", "H", "O", "C", "N", "S", "O", "O", "C", "C", "C", "C", "C", "C", "H", "H", "H", "H", "F", "C", "C", "F", "C", "F", "C", "Se", "C", "F", "C", "F", "Cl", "C", "Cl", "Cl", "C", "N"],
  "xyz": [[-0.3981, -0.3655, 0.9311], [4.1398, -0.1803, 2.1695], [4.7116, 0.7097, 1.2733], [3.9487, 1.2077, 0.2354], [2.6213, 0.8046, 0.0843], [2.0629, -0.0154, 0.9996], [2.8072, -0.4970, 1.9990], [1.7610, 1.2623, -1.0401], [2.3269, 1.9125, -2.1388], [1.5293, 2.3427, -3.1863], [0.1597, 2.1124, -3.1368], [-0.3865, 1.4468, -2.0466], [0.3793, 0.9997, -0.9647], [4.6959, -0.6031, 2.9937], [5.7435, 1.0194, 1.3858], [4.3778, 1.9149, -0.4583], [2.3031, -1.1497, 2.7012], [3.3974, 2.0687, -2.2074], [1.9736, 2.8435, -4.0379], [-0.4758, 2.4447, -3.9507], [-1.4589, 1.2656, -2.0506], [1.5498, -3.8783, 1.7698], [1.1205, -3.1994, 0.8545], [-0.0024, -2.5590, 0.8189], [1.9618, -3.0719, -0.4125], [3.1413, -3.8455, -0.5345], [3.8875, -3.7266, -1.6658], [3.4673, -2.8367, -2.6853], [4.1772, -2.6514, -3.8957], [3.7172, -1.7754, -4.8383], [2.5285, -1.0431, -4.6119], [1.8248, -1.2005, -3.4530], [2.2786, -2.1054, -2.4645], [1.5459, -2.2387, -1.3264], [3.4058, -4.5013, 0.2822], [4.7984, -4.2988, -1.8034], [5.0897, -3.2137, -4.0590], [4.2662, -1.6342, -5.7609], [2.1820, -0.3415, -5.3601], [0.9229, -0.6367, -3.2456], [-1.9963, 3.3303, 0.6114], [-2.6466, 2.3242, 0.7758], [-2.2492, 1.2080, 1.4811], [-3.4135, 0.1056, 1.6049], [-2.8163, -1.1255, 1.0733], [-4.0471, -0.0040, 2.8821], [-4.5389, 0.8705, 0.4664], [-5.7624, 0.4486, -0.0122], [-6.4514, 1.3189, -0.8484], [-5.9268, 2.5701, -1.1674], [-4.6987, 2.9798, -0.6628], [-4.0091, 2.1107, 0.1591], [-6.1615, -0.5223, 0.2495], [-7.4090, 1.0219, -1.2562], [-6.4866, 3.2279, -1.8199], [-4.2700, 3.9440, -0.9025], [-1.7100, 4.7824, 5.5790], [-1.3973, 3.5373, 5.1905], [-1.8643, 2.4471, 5.8986], [-2.6353, 2.6465, 6.9788], [-1.5353, 1.1663, 5.4955], [-2.0188, 0.1530, 6.2235], [-0.7401, 0.9172, 4.3816], [-0.3480, -0.8464, 3.8127], [-0.2924, 2.0393, 3.7024], [0.4815, 1.8876, 2.6054], [-0.6005, 3.3305, 4.0817], [-0.1334, 4.3810, 3.3988], [-3.3899, -4.8419, -2.1428], [-2.0963, -4.2173, -1.0832], [-2.5501, -4.4299, 0.5990], [-0.5841, -5.0643, -1.4297], [-1.9382, -2.7916, -1.3915], [-1.8466, -1.6919, -1.6981]],
  "mulliken_charge": [0.4056, -1.2241, -0.4720, -1.0078, 0.3992, 1.2870, -0.4272, 0.6950, -1.0857, -0.8455, -0.8619, -0.2191, 1.1368, 0.4588, 0.4190, 0.4180, 0.3586, 0.2481, 0.3868, 0.3914, 0.1879, -0.7655, -0.0721, 0.0327, 0.2819, -1.1555, -0.9876, 1.2126, -0.7801, -0.5973, -0.5510, -0.4874, -0.3334, 0.9501, 0.6030, 0.3961, 0.3906, 0.3740, 0.4488, 0.5530, -0.6835, 0.0195, 0.2197, 1.0433, -0.3703, -0.6845, 0.2789, -0.8229, -0.4611, -0.4997, -0.6223, 0.2547, 0.4855, 0.3937, 0.3915, 0.5074, -0.3358, 0.6767, 0.2224, -0.3248, 0.3449, -0.3518, -0.0605, -0.3078, 0.2456, -0.0604, -0.2506, -0.3528, -0.1485, 0.7530, -0.0534, -0.0629, -0.2440, -0.3009]
}

***

{
  "formula": "C36H22BrCl5N4O4Re",
  "method": "ωB97M-V/def2-TZVPD",
  "e_tot_ev": -186625.941,
  "e_homo_ev": [-7.835, -7.934],
  "multiplicity": 4,
  "symbols": ["Re", "O", "C", "C", "C", "C", "C", "C", "C", "N", "N", "C", "O", "C", "C", "C", "C", "C", "C", "H", "H", "H", "H", "H", "H", "H", "H", "H", "H", "N", "C", "C", "C", "C", "C", "C", "C", "C", "N", "C", "H", "H", "H", "H", "H", "H", "H", "H", "Br", "C", "C", "C", "C", "C", "C", "C", "O", "O", "H", "H", "H", "H", "Cl", "C", "C", "C", "Cl", "C", "Cl", "C", "Cl", "C", "Cl"],
  "xyz": [[0.4511, -0.0603, -0.3961], [0.5877, 0.6278, -2.2497], [-0.3675, 1.3936, -2.7808], [0.0039, 2.5316, -3.5047], [-0.9592, 3.3515, -4.0567], [-2.3181, 3.0535, -3.9407], [-2.6943, 1.9018, -3.2870], [-1.7403, 1.0685, -2.6932], [-2.1159, -0.2253, -2.1787], [-1.3313, -0.8738, -1.4000], [-1.4799, -2.2567, -1.3348], [-0.3281, -2.7634, -1.0070], [0.7260, -2.0343, -0.7421], [-0.1640, -4.2301, -0.9131], [1.1078, -4.7719, -0.7588], [1.2657, -6.1458, -0.6585], [0.1574, -6.9786, -0.7055], [-1.1131, -6.4380, -0.8608], [-1.2758, -5.0677, -0.9678], [1.0566, 2.7545, -3.6004], [-0.6503, 4.2412, -4.5914], [-3.0620, 3.7063, -4.3755], [-3.7405, 1.6261, -3.2181], [-2.9864, -0.7401, -2.5812], [1.9630, -4.1125, -0.7152], [2.2563, -6.5649, -0.5415], [0.2818, -8.0505, -0.6214], [-1.9777, -7.0876, -0.9002], [-2.2576, -4.6331, -1.0972], [2.0776, 1.3284, 2.0581], [1.6442, 0.5465, 3.1104], [2.3047, 0.5787, 4.3240], [1.8974, -0.1731, 5.4307], [0.7772, -0.9472, 5.3448], [0.0855, -1.0336, 4.1174], [-1.0752, -1.8331, 4.0333], [-1.7318, -1.9365, 2.8505], [-1.1753, -1.2989, 1.7333], [-0.0761, -0.5660, 1.7403], [0.5372, -0.3444, 2.9633], [2.8868, 1.8867, 2.2860], [1.3758, 1.9062, 1.5937], [3.1558, 1.2429, 4.4159], [2.4513, -0.1017, 6.3573], [0.4014, -1.5022, 6.1939], [-1.4214, -2.3459, 4.9222], [-2.6305, -2.5227, 2.7268], [-1.6740, -1.4323, 0.7907], [-3.5913, 1.2953, 0.6327], [-3.2137, 3.0143, -0.0843], [-4.2871, 3.7427, -0.5731], [-4.0750, 5.0091, -1.0946], [-2.7976, 5.5500, -1.1082], [-1.7391, 4.8211, -0.5945], [-1.9294, 3.5394, -0.0865], [-0.7088, 2.8118, 0.4070], [0.0910, 3.3642, 1.1361], [-0.6242, 1.6059, -0.0665], [-5.2806, 3.3176, -0.5409], [-4.9134, 5.5736, -1.4810], [-2.6273, 6.5393, -1.5112], [-0.7386, 5.2330, -0.5796], [2.6809, -2.2068, 1.3163], [3.3634, -1.0232, 0.2438], [2.5797, 0.0362, -0.2272], [3.2933, 1.0908, -0.8064], [2.5086, 2.6185, -1.0412], [4.6565, 1.0239, -1.0830], [5.4678, 2.3370, -1.8468], [5.3715, -0.1137, -0.7270], [7.0452, -0.2420, -1.0993], [4.7271, -1.1254, -0.0204], [5.6350, -2.4865, 0.5219]],
  "mulliken_charge": [1.4839, -0.8215, 0.1173, -0.4427, -0.6656, -0.6588, -0.3500, 0.9463, -0.8529, 0.6644, -1.2529, 0.3906, -0.6127, 0.4322, -0.2007, -0.8482, -0.3596, -0.6719, -0.4402, 0.5469, 0.4134, 0.4450, 0.4195, 0.4927, 0.5303, 0.4181, 0.3901, 0.3954, 0.4561, 0.1256, 0.5273, -0.6114, -0.9168, -0.8386, 0.7364, -0.7637, -1.4279, -0.3187, 0.7011, -0.1948, 0.2883, -0.1917, 0.3852, 0.3954, 0.3958, 0.4185, 0.5461, 0.6346, -0.0870, 0.2241, -0.6337, -0.5537, -0.6820, -0.6473, 0.1191, 0.0528, -0.7034, 0.5350, 0.4504, 0.3941, 0.4178, 0.4711, -0.1217, 0.7125, -0.4603, 0.6602, -0.1708, -0.0642, -0.2007, 0.4745, -0.1949, -0.0452, -0.2017]
}